Below is a 9-piece molecular cluster, C41H70F13N4O10 overall at a distorted geometry, with properties calculated with ωB97M-V/def2-TZVPD.

Last column: Mulliken charge in e.
Element x y z (Å)
C (4.710, -1.716, 3.173)  -1.310
N (3.696, -0.964, 2.426)  0.202
C (2.622, -1.527, 1.950)  0.062
N (1.752, -0.764, 1.222)  0.049
C (0.695, -1.557, 0.569)  -1.861
C (1.200, -2.859, -0.086)  2.273
N (0.026, -3.765, -0.015)  -0.726
C (1.523, -2.622, -1.580)  -1.698
C (2.383, -1.412, -1.893)  -0.570
O (3.722, -1.576, -1.388)  0.033
C (4.611, -0.698, -1.888)  0.628
C (6.030, -0.995, -1.477)  -1.093
O (4.324, 0.227, -2.576)  -0.535
C (2.381, -3.447, 0.710)  0.182
C (2.466, -4.969, 0.746)  -1.146
C (2.968, -5.501, -0.611)  -1.569
C (3.933, -6.687, -0.542)  1.442
F (3.349, -7.726, -1.200)  -0.361
F (4.189, -7.115, 0.693)  -0.288
C (5.217, -6.387, -1.348)  0.454
F (5.809, -5.279, -0.859)  -0.229
F (4.819, -6.087, -2.588)  -0.351
C (6.244, -7.568, -1.461)  0.441
F (5.922, -8.617, -0.713)  -0.284
F (6.253, -7.981, -2.731)  -0.292
C (7.726, -7.174, -1.168)  0.522
F (8.133, -6.202, -1.977)  -0.299
F (8.434, -8.260, -1.495)  -0.299
C (8.033, -6.872, 0.340)  0.719
F (8.761, -7.874, 0.830)  -0.283
F (6.927, -6.781, 1.086)  -0.253
C (8.889, -5.604, 0.564)  0.542
F (8.273, -4.504, 0.157)  -0.174
F (9.134, -5.473, 1.863)  -0.263
F (10.047, -5.731, -0.051)  -0.268
N (2.309, -2.837, 2.074)  -0.391
H (4.320, -1.966, 4.159)  0.338
H (4.937, -2.670, 2.701)  0.273
H (5.619, -1.143, 3.352)  0.558
H (3.869, 0.024, 2.289)  0.224
H (2.327, -0.248, 0.560)  0.040
H (-0.044, -1.776, 1.333)  0.643
H (0.279, -0.966, -0.246)  0.320
H (0.026, -4.390, -0.814)  0.305
H (-0.798, -3.183, -0.125)  0.436
H (0.571, -2.442, -2.078)  0.565
H (1.955, -3.492, -2.073)  0.294
H (2.418, -1.294, -2.975)  0.817
H (1.934, -0.489, -1.536)  -0.099
H (6.506, -0.113, -1.066)  0.327
H (6.582, -1.421, -2.308)  0.311
H (6.023, -1.761, -0.700)  0.181
H (3.317, -3.096, 0.268)  0.114
H (1.515, -5.431, 0.992)  0.347
H (3.139, -5.224, 1.566)  0.565
H (3.428, -4.684, -1.159)  0.546
H (2.108, -5.822, -1.191)  0.418
H (2.845, -3.327, 2.779)  0.568
C (8.636, -1.960, 6.231)  -1.208
C (7.808, -2.397, 5.054)  0.692
O (6.841, -1.757, 4.687)  -0.482
C (8.226, -3.659, 4.352)  -0.836
H (8.226, -1.040, 6.642)  0.315
H (8.622, -2.730, 7.003)  0.347
H (9.665, -1.780, 5.916)  0.340
H (8.196, -4.500, 5.046)  0.409
H (9.237, -3.548, 3.960)  0.348
H (7.549, -3.861, 3.523)  0.043
C (-1.336, 2.482, -2.315)  -1.469
C (-0.256, 1.680, -1.670)  0.975
O (-0.302, 0.465, -1.594)  -0.590
C (0.910, 2.437, -1.098)  -0.415
H (-2.119, 1.817, -2.676)  0.314
H (-1.759, 3.162, -1.578)  0.407
H (-0.936, 3.046, -3.161)  0.420
H (0.551, 3.117, -0.325)  0.159
H (1.422, 2.998, -1.881)  0.422
H (1.614, 1.737, -0.650)  -0.169
C (-4.155, 3.706, 1.656)  -1.183
C (-2.919, 2.931, 1.294)  0.710
O (-2.341, 3.109, 0.238)  -0.599
C (-2.424, 1.919, 2.293)  -0.427
H (-4.405, 4.395, 0.858)  0.356
H (-4.990, 3.020, 1.806)  0.327
H (-3.982, 4.275, 2.570)  0.336
H (-3.194, 1.166, 2.468)  0.068
H (-2.180, 2.414, 3.235)  0.378
H (-1.528, 1.432, 1.907)  -0.074
C (-5.565, -1.749, 3.389)  -1.062
C (-5.421, -0.650, 4.415)  0.812
O (-5.009, 0.447, 4.112)  -0.510
C (-5.813, -0.981, 5.833)  -1.128
H (-5.251, -1.379, 2.415)  0.263
H (-4.941, -2.601, 3.664)  0.327
H (-6.607, -2.067, 3.327)  0.335
H (-5.199, -1.800, 6.209)  0.337
H (-6.865, -1.267, 5.872)  0.342
H (-5.661, -0.107, 6.463)  0.286
C (-7.834, 7.533, 1.183)  -1.187
C (-7.165, 6.276, 0.680)  0.721
O (-5.997, 6.049, 0.916)  -0.514
C (-8.011, 5.324, -0.123)  -0.903
H (-7.115, 8.127, 1.743)  0.307
H (-8.201, 8.121, 0.341)  0.333
H (-8.668, 7.275, 1.837)  0.336
H (-8.387, 5.817, -1.017)  0.232
H (-8.851, 4.974, 0.478)  0.367
H (-7.412, 4.468, -0.422)  0.276
C (-9.253, 4.292, -4.286)  -0.943
C (-10.137, 4.160, -3.072)  0.744
O (-9.679, 3.970, -1.967)  -0.536
C (-11.626, 4.278, -3.293)  -1.188
H (-8.212, 4.190, -3.991)  0.295
H (-9.493, 3.512, -5.009)  0.395
H (-9.391, 5.268, -4.746)  0.244
H (-11.965, 3.497, -3.976)  0.342
H (-11.865, 5.256, -3.713)  0.321
H (-12.144, 4.165, -2.343)  0.335
C (4.551, 4.233, 2.033)  -1.211
C (3.197, 3.579, 2.112)  0.860
O (3.070, 2.394, 2.346)  -0.541
C (1.989, 4.450, 1.893)  -1.004
H (5.325, 3.490, 2.212)  0.312
H (4.697, 4.667, 1.043)  0.341
H (4.631, 5.016, 2.788)  0.351
H (2.022, 4.888, 0.894)  0.347
H (1.954, 5.244, 2.640)  0.451
H (1.094, 3.839, 1.985)  0.104
C (-9.638, 5.643, -8.184)  -0.993
C (-8.198, 5.772, -7.747)  0.850
O (-7.837, 5.417, -6.649)  -0.498
C (-7.232, 6.363, -8.744)  -1.166
H (-10.224, 5.205, -7.378)  0.200
H (-10.045, 6.627, -8.424)  0.325
H (-9.706, 4.998, -9.061)  0.330
H (-7.539, 7.376, -9.006)  0.321
H (-7.201, 5.748, -9.644)  0.329
H (-6.237, 6.398, -8.305)  0.302

Cartesian forces, eV/Å:
-0.45 0.08 0.36
1.05 -0.46 0.52
-1.01 0.92 -0.17
1.03 -1.16 -0.81
0.49 0.25 -0.35
-0.86 -0.72 -0.51
0.32 0.24 0.18
0.41 0.60 0.38
-0.33 -0.11 -0.59
-0.32 -0.24 0.02
1.22 -0.11 0.38
-0.45 -0.91 0.84
-0.70 0.75 -0.64
-0.37 0.01 -0.25
0.19 0.13 0.29
-0.16 0.32 0.74
-0.74 0.14 -1.01
0.00 -0.42 -0.10
0.34 0.16 0.59
-0.17 -0.55 0.16
0.30 0.21 0.42
-0.21 0.22 -0.45
0.44 0.63 -0.48
-0.16 -0.17 0.64
-0.10 -0.09 -0.47
-0.25 -0.90 0.48
-0.19 0.74 -0.16
0.25 -0.38 -0.08
0.70 0.25 -0.05
0.17 -0.44 0.20
-0.55 0.20 -0.05
-0.07 -0.11 0.19
-0.23 0.35 -0.23
-0.06 -0.02 0.49
0.35 0.02 -0.45
0.42 -0.26 0.48
0.03 0.14 0.14
0.22 0.12 -0.37
-0.56 -0.03 -0.54
-0.47 0.18 0.11
-0.54 0.67 0.06
-0.13 -0.14 -0.03
-0.26 0.28 0.47
-0.02 -0.10 0.02
-0.17 -0.18 0.01
-0.09 0.11 -0.03
0.02 -0.18 0.17
0.19 0.02 -0.06
0.05 0.10 0.21
0.10 0.21 -0.31
0.11 0.27 -0.24
0.06 0.00 0.03
-0.04 -0.02 -0.08
-0.17 0.16 0.08
0.23 -0.15 -0.15
0.21 -0.06 -0.08
0.06 -0.14 -0.19
0.06 -0.06 -0.10
-0.21 0.23 -0.01
-0.01 0.12 0.10
0.68 -0.30 0.46
-0.29 0.07 -0.16
0.00 -0.01 -0.01
0.16 -0.05 -0.05
0.05 -0.15 0.07
0.17 0.00 0.01
0.08 -0.10 0.11
0.02 0.00 0.01
-0.10 -0.17 -0.41
-0.08 -0.07 -0.03
0.00 0.06 -0.07
0.15 -0.19 0.13
0.01 0.00 0.01
0.14 0.06 -0.33
0.06 0.06 0.08
-0.03 0.12 -0.11
-0.08 0.12 0.04
0.03 0.04 0.00
0.21 -0.02 -0.37
-0.09 0.05 0.07
-0.04 -0.02 0.61
0.28 -0.11 -0.30
-0.02 0.02 0.03
0.02 0.01 0.21
-0.11 -0.11 0.09
-0.06 0.11 0.22
-0.18 -0.07 0.09
0.00 0.04 -0.01
0.11 0.20 -0.15
-0.01 0.04 0.02
0.05 -0.02 -0.05
0.07 0.26 0.03
-0.01 0.01 0.01
-0.14 -0.08 0.06
0.04 -0.13 0.08
-0.13 -0.11 -0.02
0.04 -0.16 0.01
0.00 0.00 -0.02
0.27 0.05 0.12
0.02 -0.07 -0.01
-0.11 0.13 -0.01
0.48 0.05 0.25
0.00 -0.01 -0.01
-0.16 -0.05 0.03
-0.11 0.03 -0.12
-0.16 0.02 0.06
-0.14 0.09 -0.14
-0.03 0.00 -0.03
0.03 -0.10 0.46
0.06 -0.09 0.01
-0.16 -0.09 -0.16
0.00 -0.02 0.28
0.00 0.02 -0.04
-0.07 0.13 -0.12
-0.06 -0.07 -0.15
-0.01 0.11 -0.12
-0.02 -0.07 -0.15
0.02 0.00 -0.01
0.07 -0.31 0.05
-0.07 -0.05 0.04
0.18 -0.22 -0.12
-0.14 -0.27 0.06
-0.01 0.01 0.00
-0.03 0.16 0.06
-0.03 0.12 -0.12
0.05 0.16 0.08
0.07 0.12 -0.12
-0.01 0.03 0.00
-0.01 -0.09 0.25
0.06 -0.01 0.03
0.04 0.05 -0.16
0.16 -0.04 0.20
0.01 0.00 -0.01
0.01 -0.03 -0.16
-0.02 0.13 -0.09
-0.06 -0.06 -0.14
-0.09 0.11 -0.08
-0.02 -0.01 0.01

Output
Strongest force on any atom = 0.0341 Eh/bohr
E = -3873.7782 a.u.
Frontier orbital gap = 8.7203 eV
Total charge = +1
2S+1 = 1



Below is a 6-piece molecular cluster, C41H71N6O7 overall at a distorted geometry, with properties calculated with ωB97M-V/def2-TZVPD.

Last column: Mulliken spin population.
Element x y z (Å)
C (0.139, 3.671, 2.364)  0.000
C (-0.013, 3.605, 0.699)  0.001
C (-1.290, 4.435, 0.118)  -0.001
C (-2.698, 3.624, -0.023)  -0.010
C (-3.269, 3.047, 1.438)  -0.002
C (-3.339, 1.412, 1.515)  0.001
C (-4.841, 0.734, 1.233)  0.001
C (-5.145, -0.878, 1.250)  -0.001
C (-3.878, -1.895, 1.528)  0.001
C (-2.410, -1.223, 1.817)  -0.001
C (-2.102, 0.388, 1.841)  0.001
C (-2.749, 2.457, -1.167)  0.016
C (-2.443, 3.007, -2.674)  -0.006
C (-0.822, 2.736, -2.963)  0.000
C (-3.250, 1.976, -3.714)  0.023
N (-2.836, 4.415, -2.972)  0.359
O (-1.829, 5.230, -3.296)  0.559
C (-3.893, 5.007, -2.113)  0.009
C (-3.822, 6.664, -2.335)  0.001
C (-5.376, 4.574, -2.755)  0.020
C (-3.823, 4.760, -0.511)  0.024
O (0.128, 2.220, 0.233)  0.000
C (1.425, 1.675, 0.675)  0.000
C (2.152, 0.681, -0.417)  0.000
C (2.270, 0.952, -2.037)  0.000
C (3.013, -0.070, -3.083)  0.000
C (3.738, -1.452, -2.558)  0.000
C (3.677, -1.742, -0.923)  0.000
C (2.885, -0.719, 0.131)  0.000
H (-0.709, 4.369, 2.808)  0.000
H (-0.061, 2.600, 2.852)  0.000
H (1.193, 4.056, 2.709)  0.000
H (0.959, 4.177, 0.306)  -0.001
H (-1.492, 5.324, 0.890)  0.000
H (-0.924, 4.978, -0.870)  0.000
H (-2.630, 3.417, 2.355)  0.000
H (-4.379, 3.429, 1.662)  -0.001
H (-5.777, 1.444, 1.027)  0.000
H (-6.260, -1.255, 1.051)  0.000
H (-4.113, -3.048, 1.502)  0.000
H (-1.512, -1.955, 2.015)  0.000
H (-1.034, 0.799, 2.084)  0.000
H (-2.076, 1.521, -0.968)  0.004
H (-3.872, 2.052, -1.179)  0.000
H (-0.621, 2.892, -4.108)  -0.001
H (-0.121, 3.360, -2.257)  0.008
H (-0.608, 1.588, -2.740)  -0.001
H (-4.409, 1.958, -3.431)  0.000
H (-3.074, 2.235, -4.842)  -0.003
H (-2.845, 0.905, -3.458)  0.001
H (-4.738, 7.203, -1.796)  -0.001
H (-2.857, 7.081, -1.770)  0.003
H (-3.763, 6.973, -3.462)  -0.001
H (-5.294, 4.796, -3.922)  -0.005
H (-5.677, 3.471, -2.507)  0.000
H (-6.156, 5.378, -2.347)  0.000
H (-3.562, 5.741, 0.080)  0.002
H (-4.928, 4.467, -0.165)  0.000
H (2.231, 2.519, 0.927)  0.000
H (1.243, 1.121, 1.716)  0.000
H (1.805, 1.933, -2.472)  -0.001
H (3.010, 0.231, -4.230)  0.000
H (4.271, -2.192, -3.303)  0.000
H (4.238, -2.727, -0.560)  0.000
H (2.913, -1.037, 1.259)  0.000
C (-3.979, -5.199, 5.174)  0.000
O (-4.522, -6.046, 5.872)  0.000
N (-2.695, -5.274, 4.680)  0.000
C (-2.124, -4.226, 3.859)  0.000
C (-1.889, -6.436, 4.990)  0.000
H (-4.503, -4.275, 4.879)  0.000
H (-1.846, -4.649, 2.889)  0.000
H (-1.234, -3.833, 4.357)  0.000
H (-2.838, -3.413, 3.704)  0.000
H (-2.396, -7.331, 4.616)  0.000
H (-1.787, -6.519, 6.076)  0.000
H (-0.900, -6.355, 4.532)  0.000
C (6.124, -0.333, -5.006)  0.000
O (6.088, -1.088, -5.970)  0.000
N (6.948, 0.764, -4.881)  0.000
C (6.930, 1.610, -3.706)  0.000
C (7.862, 1.083, -5.958)  0.000
H (5.470, -0.485, -4.132)  0.000
H (6.673, 2.629, -4.007)  0.000
H (7.924, 1.602, -3.249)  0.000
H (6.197, 1.255, -2.976)  0.000
H (7.288, 1.256, -6.873)  0.000
H (8.533, 0.234, -6.119)  0.000
H (8.448, 1.975, -5.717)  0.000
C (0.124, -5.746, 8.133)  0.000
O (0.088, -6.501, 7.169)  0.000
N (0.948, -4.649, 8.259)  0.000
C (0.930, -3.804, 9.434)  0.000
C (1.862, -4.330, 7.181)  0.000
H (-0.530, -5.898, 9.007)  0.000
H (0.673, -2.784, 9.132)  0.000
H (1.924, -3.812, 9.890)  0.000
H (0.197, -4.158, 10.164)  0.000
H (1.288, -4.157, 6.266)  0.000
H (2.533, -5.179, 7.021)  0.000
H (2.448, -3.439, 7.423)  0.000
C (7.721, 5.504, -7.150)  0.000
O (7.178, 4.656, -6.452)  0.000
N (9.005, 5.429, -7.644)  0.000
C (9.576, 6.476, -8.465)  0.000
C (9.811, 4.266, -7.334)  0.000
H (7.197, 6.428, -7.445)  0.000
H (9.854, 6.053, -9.435)  0.000
H (10.466, 6.870, -7.967)  0.000
H (8.862, 7.290, -8.619)  0.000
H (9.304, 3.372, -7.708)  0.000
H (9.913, 4.184, -6.247)  0.000
H (10.800, 4.348, -7.792)  0.000
C (-5.317, -8.696, 2.078)  0.000
O (-4.125, -8.416, 2.069)  0.000
N (-6.092, -8.858, 3.205)  0.000
C (-7.499, -9.191, 3.131)  0.000
C (-5.481, -8.690, 4.508)  0.000
H (-5.879, -8.846, 1.141)  0.000
H (-8.076, -8.399, 3.618)  0.000
H (-7.667, -10.139, 3.650)  0.000
H (-7.827, -9.287, 2.092)  0.000
H (-5.071, -7.679, 4.581)  0.000
H (-4.664, -9.410, 4.613)  0.000
H (-6.216, -8.849, 5.302)  0.000

Cartesian forces, eV/Å:
-1.02 -0.31 0.31
1.71 1.27 0.91
0.25 0.16 0.51
-1.23 0.44 -0.52
-0.01 -0.97 0.71
-1.14 -3.90 0.12
2.14 -2.38 0.68
4.03 1.94 0.60
-0.10 4.67 -0.12
-2.48 1.65 -0.56
-4.45 -1.34 -0.98
-1.21 0.20 -0.14
1.22 -2.94 -0.79
-0.59 -0.59 -0.20
-0.15 -0.12 1.13
2.40 0.90 1.46
-1.94 -1.61 0.40
-2.30 2.65 -0.43
0.47 0.25 0.88
0.55 1.27 -0.07
-0.08 -0.48 0.62
1.47 0.87 0.60
1.12 -0.45 0.40
1.97 -3.35 -2.32
1.38 -2.74 1.40
-0.09 -0.81 3.79
-2.36 3.20 3.19
-1.46 2.88 -1.89
0.50 0.54 -4.14
1.97 -1.30 -0.89
0.51 2.34 -1.12
-2.13 -0.77 -0.75
-2.05 -1.03 0.69
0.52 -1.96 -1.56
-1.17 -1.38 1.79
-1.08 -0.69 -1.96
2.47 -0.83 -0.73
2.39 -1.58 0.51
2.87 0.85 0.50
0.91 2.57 0.13
-1.97 1.65 -0.44
-2.37 -1.00 -0.65
-1.14 2.01 -0.24
2.32 0.87 0.20
-0.16 0.02 2.35
-1.47 -1.08 -1.64
-0.61 2.44 -0.36
2.54 0.16 -0.87
-0.35 -0.43 2.26
-0.75 1.98 -0.70
1.77 -1.42 -1.26
-2.02 -0.98 -1.44
-0.19 -0.70 2.22
-0.23 -0.86 2.49
0.48 2.21 -0.55
1.55 -2.09 -0.68
-0.53 -1.69 -1.37
2.48 0.37 -0.73
-1.90 -1.50 -0.73
0.59 0.80 -2.40
0.95 -2.15 0.94
0.04 -0.78 2.73
-1.24 1.66 1.73
-1.51 2.48 -0.61
-0.21 0.87 -2.42
1.00 -0.25 -0.21
0.50 0.47 -0.31
-1.56 0.40 0.38
-0.12 -0.24 0.14
-0.33 -0.37 0.30
0.11 0.04 -0.06
0.07 0.18 -0.03
0.02 0.12 -0.17
0.08 -0.15 0.09
0.17 0.00 -0.01
0.09 -0.15 -0.40
-0.23 0.07 0.13
0.60 0.51 -0.24
0.18 0.57 0.47
-0.90 -1.10 0.03
0.03 0.05 -0.17
-0.06 -0.25 -0.19
0.21 0.20 -0.03
0.06 0.01 0.19
-0.10 0.13 0.13
0.08 -0.04 -0.16
0.23 0.04 0.01
0.01 0.13 -0.13
-0.25 -0.13 0.04
0.55 0.30 -0.36
0.46 0.76 0.80
-0.90 -1.01 0.09
0.09 -0.03 -0.20
-0.09 -0.27 -0.18
0.07 0.11 0.02
0.03 0.01 0.23
-0.13 0.14 0.13
0.11 0.00 -0.18
0.22 0.00 -0.02
0.01 0.18 -0.15
-0.17 -0.17 0.05
0.55 -0.50 0.05
0.67 0.45 -0.50
-1.29 0.29 0.39
0.05 -0.20 0.09
-0.25 -0.14 0.16
0.12 0.00 -0.05
0.06 0.23 -0.01
-0.02 0.12 -0.20
0.07 -0.19 0.07
0.19 -0.02 0.10
0.10 -0.15 -0.12
-0.23 0.08 0.05
-0.03 0.02 0.92
-0.80 -0.16 0.24
0.52 0.03 -1.46
0.24 0.06 0.11
0.40 0.18 -0.12
-0.10 -0.02 0.07
-0.15 -0.15 -0.05
-0.21 0.06 -0.06
0.12 0.03 0.14
-0.07 -0.35 0.25
-0.04 0.10 0.15
0.08 0.05 -0.22

Output
Strongest force on any atom = 0.0991 Eh/bohr
E = -2459.1870 a.u.
Frontier orbital gap (spin up / spin down) = 8.4728 / 8.5245 eV
Expectation value of S² = 0.755
2S+1 = 2



Q: 2S+1 of number 2 (C41H71N6O7)?
A: 2